# 1
# C4H8NS

The ion C4H8NS with charge +1 at a distorted geometry (ωB97M-V with the def2-TZVPD basis set, the OMol25 dataset).

Values from the calculation:
Orbital gap: 0.3268 hartree
HOMO level: -13.458 eV
SMILES: C[N+]1=CCSC1
Energy above the lowest of the compared OMol25 structures with the same formula, charge and spin: 26.24 kcal per mole
E_tot: -609.8281 Ha
Net charge: +1
E_LUMO: -4.567 eV

Each line ends with the natural charge from an NBO analysis.
Element x y z (Å)
S: 0.9554 -0.1336 2.1102  0.27
N: -0.1582 -0.2043 -0.3310  -0.26
C: -0.8082 -0.8068 -1.4171  -0.43
C: 0.2684 -1.0545 0.7495  -0.39
C: 0.6624 1.5035 1.0955  -0.57
C: 0.1022 0.9970 -0.1786  0.29
H: -0.1505 1.9487 -1.0826  0.28
H: 0.0575 2.2284 1.6024  0.28
H: -1.7972 -0.5508 -1.3452  0.24
H: -0.6909 -1.5618 1.1233  0.25
H: -0.5735 -1.9065 -1.2602  0.24
H: -0.5375 -0.5522 -2.4476  0.26
H: 1.7378 1.8855 1.0554  0.30
H: 0.9323 -1.7925 0.3261  0.25

Atoms 1-3, force components in eV/Å:
-0.296 1.735 -0.722
1.381 0.523 0.469
1.379 -3.275 -1.686

---

# 2
# C4H8NS

The ion C4H8NS with charge +1 at a distorted geometry (ωB97M-V with the def2-TZVPD basis set, the OMol25 dataset).

Values from the calculation:
Orbital gap: 0.3428 hartree
HOMO level: -13.059 eV
SMILES: C1[NH2+]CC12CS2
Energy above the lowest of the compared OMol25 structures with the same formula, charge and spin: 36.99 kcal per mole
E_tot: -609.8110 Ha
Net charge: +1
E_LUMO: -3.730 eV

Each line ends with the natural charge from an NBO analysis.
Element x y z (Å)
S: 1.2382 0.3102 1.9588  0.21
N: -0.0559 0.6111 -1.4189  -0.50
C: 0.8274 -0.3608 -0.7671  -0.23
C: -0.8239 0.8346 -0.1229  -0.20
C: -0.0623 -0.9993 1.7389  -0.45
C: 0.1375 -0.0514 0.5659  -0.21
H: 0.4565 -1.3318 -1.1734  0.23
H: -0.5890 0.3027 -2.1586  0.43
H: 0.0711 -2.0865 1.5296  0.25
H: -0.8628 1.8179 0.1964  0.24
H: 0.2280 1.6195 -1.5245  0.45
H: -1.7672 0.3724 -0.3003  0.23
H: 2.0006 -0.3011 -0.9775  0.28
H: -0.7981 -0.7375 2.4535  0.25

Atoms 1-3, force components in eV/Å:
-0.430 -0.717 -0.284
0.972 4.893 1.856
1.861 -2.472 -0.634

---

# 3
# C4H8O

An isolated molecule of C4H8O at a distorted geometry (ωB97M-V with the def2-TZVPD basis set, the OMol25 dataset).

Values from the calculation:
Orbital gap: 0.3842 hartree
HOMO level: -9.391 eV
SMILES: CC(C)C=O
Energy above the lowest of the compared OMol25 structures with the same formula, charge and spin: 44.80 kcal per mole
E_tot: -232.3742 Ha
E_LUMO: 1.065 eV

Each line ends with the natural charge from an NBO analysis.
Element x y z (Å)
O: -2.1288 0.0309 0.4723  -0.53
C: 1.3341 0.5175 0.4584  -0.63
C: -0.4248 -0.0440 -1.2487  -0.61
C: 0.1922 -0.4459 0.0623  -0.25
C: -1.1962 -0.3638 1.1271  0.37
H: 1.6017 0.2390 1.4725  0.21
H: 0.5719 -1.4776 -0.0869  0.21
H: -0.7407 1.0070 -1.3352  0.22
H: 0.9425 1.5406 0.4585  0.21
H: -1.5445 -0.5296 2.2107  0.16
H: 0.5482 -0.2164 -1.7315  0.20
H: 2.2745 0.5473 -0.1319  0.22
H: -1.1877 -0.7161 -1.6640  0.23

Atoms 1-3, force components in eV/Å:
-0.512 -0.022 0.594
-0.447 -0.113 0.547
1.307 -0.238 -0.768

---

- Which value of E_tot does entry 2 give?
  -609.8110 Ha